Record 1
Density functional theory data (ωB97M-V/def2-TZVPD) for a cluster of 2 separate species, C4H10NOS in total.

As for the net charge: +1. As for the HOMO energy: -0.521 hartree. The total energy is -18676.23176 eV. The LUMO energy is -3.9 eV. The HOMO-LUMO gap is 10.268 eV.

Element x y z (Å)
H -0.42 -3.45 0.51
C 0.22 -0.72 -1.72
H 1.34 1.53 2.35
C 0.45 1.14 1.85
H 0.64 2.92 0.69
C -0.08 2.11 0.87
H -1.05 2.48 1.31
C 0.26 0.23 -0.51
H -0.35 0.78 2.57
H 1.22 -1.17 -1.71
H 0.22 -0.30 -2.70
H -0.64 1.73 -1.35
O -0.93 -3.09 -0.20
S 0.84 -0.39 0.94
N -0.33 1.39 -0.47
H -0.81 -3.73 -0.90
H -0.57 -1.45 -1.53

---

Record 2
Density functional theory data (ωB97M-V/def2-TZVPD) for the molecule C6H12O.

As for the HOMO energy: -0.374 hartree. The total energy is -8464.31093 eV. As for the SMILES: CC1(O)CCCC1. The LUMO energy is 1.0 eV. The HOMO-LUMO gap is 11.144 eV.

Element x y z (Å)
C -0.15 -1.18 0.05
H 1.89 -1.95 -0.23
H 2.51 0.77 0.09
C 1.73 0.24 -0.47
H 0.52 2.06 -0.08
H -2.26 1.64 -0.01
O -0.46 0.60 1.63
H 1.62 -1.06 1.28
H 2.12 0.06 -1.47
H 0.10 1.21 -1.57
H -0.39 -1.51 -0.97
H -2.22 0.37 -1.25
C -0.63 0.26 0.24
H -0.65 -0.18 2.15
C 0.42 1.07 -0.53
H -0.66 -1.87 0.73
C -2.06 0.58 -0.19
C 1.36 -1.10 0.21
H -2.78 -0.01 0.39

---

Record 3
Density functional theory data (ωB97M-V/def2-TZVPD) for the molecule C4H4OS3.

As for the HOMO energy: -0.337 hartree. The total energy is -38764.03081 eV. As for the SMILES: O=C(C=S)SCC=S. The LUMO energy is -1.9 eV. The HOMO-LUMO gap is 7.275 eV.

Element x y z (Å)
C -2.22 -0.16 -0.53
S -3.59 -0.79 0.02
S 0.14 0.80 -0.88
C 1.54 0.98 0.23
H 2.20 1.73 -0.10
C -1.14 0.46 0.25
C 2.22 -0.32 0.52
H 1.64 -0.95 1.15
S 3.65 -0.84 -0.09
H 1.19 1.39 1.18
H -1.97 -0.12 -1.60
O -1.08 0.70 1.46

---

Record 4
Density functional theory data (ωB97M-V/def2-TZVPD) for a structure of composition C20H13Cl5ILiN4S.

As for the net charge: -2. As for the HOMO energy: -0.079 hartree. The total energy is -108666.70234 eV. The LUMO energy is 3.7 eV. The HOMO-LUMO gap is 5.881 eV.

Element x y z (Å)
I 0.59 -7.99 -0.77
C -4.54 2.29 1.91
N -1.83 0.00 0.99
C 1.91 4.96 -1.77
C 1.57 -3.09 -0.27
C -0.05 3.63 -1.45
H 1.99 -1.02 -0.65
C 0.58 4.86 -1.37
C -1.29 -1.13 -0.89
C 4.25 -3.39 0.26
H 1.40 -5.21 0.13
C 1.86 2.62 -2.30
C 0.54 2.47 -1.92
C 2.40 -1.98 -0.36
C 3.75 -2.14 -0.10
H -3.01 1.93 4.90
C 2.57 3.82 -2.24
Cl -0.24 6.27 -0.78
H -5.37 2.80 1.43
N -2.03 -0.18 -0.38
Cl -1.72 3.51 -0.91
Cl 4.23 3.94 -2.73
C -0.48 -3.83 -1.20
C -3.74 1.47 1.13
Cl 2.72 1.21 -2.90
C 2.05 -4.34 0.07
H -1.55 -3.74 -1.32
Cl 2.75 6.47 -1.68
H 5.31 -3.51 0.47
N -0.37 -1.77 -0.09
H -3.93 1.33 0.08
N 0.16 -2.91 -0.56
S -1.32 -1.32 -2.66
H -1.12 -0.56 1.43
C -4.30 2.48 3.27
C 3.40 -4.48 0.34
H 4.41 -1.29 -0.18
H 0.04 -4.70 -1.58
C -2.41 0.99 3.09
H 3.78 -5.47 0.60
C -3.22 1.81 3.84
H -4.93 3.13 3.86
H -1.57 0.48 3.55
C -2.64 0.80 1.71
Li -0.62 0.76 -1.99

---

Record 5
Density functional theory data (ωB97M-V/def2-TZVPD) for a structure of composition C35H22BrCl36F13NO4PS.

As for the HOMO energy: -0.313 hartree. The total energy is -622611.29153 eV. The LUMO energy is -1.8 eV. The HOMO-LUMO gap is 6.765 eV.

Element x y z (Å)
C 4.18 -1.74 -0.67
C 7.68 -0.54 -0.81
Cl 7.79 -2.21 3.50
Cl -1.75 -2.44 4.42
Cl -9.85 2.07 5.99
Cl 8.72 7.23 -1.09
Cl 7.11 -5.63 -5.82
H 8.66 1.19 2.02
Cl 7.98 4.97 0.56
C -6.51 -2.53 2.61
F -7.60 -0.36 2.55
C 0.67 -8.80 -0.13
C -0.62 2.12 -2.92
F -7.87 -2.99 2.39
Cl 4.97 -2.23 2.78
Cl -6.50 8.60 -1.95
S -5.14 -5.14 2.92
H 6.65 1.41 -0.14
F -4.73 -6.56 3.70
H -4.42 -0.87 0.12
P -3.82 3.56 -0.15
Cl 2.67 -2.96 -2.98
C 2.83 -4.64 -3.54
C -5.67 12.61 -2.64
C 3.31 -1.10 -1.78
C 8.65 1.36 0.87
Cl -9.35 -0.78 6.19
F -4.31 -3.06 1.45
C -1.03 0.19 -0.98
Cl -5.77 11.24 -3.76
Cl -1.19 -5.28 4.66
Cl -5.90 5.87 -2.74
H 6.45 -1.37 -2.53
Cl 7.48 -2.99 -4.67
H 8.18 -1.47 -0.36
C -8.59 0.83 6.17
H -4.77 2.85 0.65
C 1.84 -2.19 0.71
Cl -0.73 -7.79 0.29
H 5.70 0.13 -1.58
H 1.25 3.00 -3.93
Cl -7.72 1.09 7.70
F -5.83 -6.10 1.71
Cl 0.97 -8.68 -1.88
F -3.69 -5.26 2.04
H 6.72 0.07 1.11
C -0.57 -1.25 -0.40
Cl 5.80 -3.03 5.45
C -5.56 -3.60 1.94
C -2.50 2.43 -0.94
Cl 0.34 -10.49 0.31
C -5.19 -0.15 2.18
C -0.47 -3.67 4.52
C 0.88 -0.23 -2.85
C -6.74 6.88 -1.55
F -6.85 -1.19 0.56
Cl 2.10 -8.22 0.76
C -0.65 3.83 -4.98
Cl 10.56 5.01 -0.76
C 9.33 6.01 0.04
H -4.43 4.45 -1.10
F -6.40 -2.34 4.01
Cl 0.55 -3.34 5.94
C 0.18 2.67 -4.22
Cl 2.48 -5.74 -2.19
C 7.34 0.60 0.31
C 6.25 -0.87 -1.51
Cl 4.49 -4.93 -4.12
Cl -7.45 0.93 4.81
F -4.22 -0.65 3.09
Cl -8.48 6.51 -1.57
F -6.59 -5.17 3.74
O -1.38 -2.12 0.03
Cl -6.96 12.48 -1.42
C 7.75 -4.00 -6.11
Cl 1.68 -4.94 -4.86
C 3.41 -2.31 0.58
Cl -6.09 6.56 0.07
H 9.63 1.06 0.36
H 8.30 0.00 -1.61
C -6.49 -1.05 1.94
F -4.33 -4.31 4.11
O -0.13 4.97 -5.08
C -4.42 0.08 0.76
H 3.84 -0.70 -2.71
N -3.00 4.51 0.89
C 6.14 -1.93 4.10
H -2.00 4.25 0.87
C -2.16 1.06 -0.30
Cl 9.49 -4.10 -6.45
H -2.00 3.99 -2.67
F -5.63 1.17 2.60
Cl 6.91 -3.28 -7.50
H 1.27 -2.60 1.63
Cl -5.86 14.13 -3.54
H -2.23 -0.25 1.50
H 8.50 2.49 0.74
O 5.59 -1.87 -0.68
F -6.23 -4.04 0.74
H 0.27 1.80 -4.98
Cl 0.53 -3.59 3.05
C 1.76 -0.95 -1.71
Br -2.48 3.41 -5.67
H 3.95 -2.84 1.45
Cl -4.09 12.61 -1.82
C -1.76 2.96 -2.23
C -2.90 0.55 1.02
H -5.05 0.86 0.20
C -0.29 0.73 -2.27
Cl 10.04 6.81 1.46
O 1.09 -0.39 -4.08
Cl 5.98 -0.25 4.65
C 1.03 -1.49 -0.42
H -2.95 1.42 1.79

---

Record 6
Density functional theory data (ωB97M-V/def2-TZVPD) for a structure of composition C35H55BEuF4NP3Si.

As for the HOMO energy (alpha / beta): -0.235 / -0.250 hartree. The total energy is -105305.11066 eV. As for the multiplicity: 8. As for the expectation value of S²: 15.7598. The LUMO energy (alpha / beta) is 0.4 / 0.4 eV. The HOMO-LUMO gap (alpha / beta) is 6.784 / 7.184 eV.

Element x y z (Å)
C -1.96 -2.62 2.01
H 4.37 -0.83 -2.64
H -4.88 5.45 2.73
C -0.76 4.23 -2.33
H -1.60 2.27 -4.08
H -2.77 -4.14 3.29
C 0.78 -4.87 1.31
H 4.20 -2.30 -3.63
C -6.02 3.94 1.73
H -6.90 2.25 0.74
C -1.93 -2.59 4.55
C 3.48 2.96 -4.02
C 1.10 3.87 2.86
H 4.47 -2.42 -1.88
H 1.71 4.39 4.85
C -0.26 -1.32 3.11
H -1.17 -3.33 1.78
Eu 0.66 -0.23 -0.06
C 1.16 -4.25 -1.43
Si -2.04 1.44 1.60
H -1.61 1.71 4.56
H 2.24 -3.76 -4.61
C -2.68 -3.05 3.29
C 3.06 -3.60 0.51
H 3.39 2.33 -4.90
H 4.54 3.18 -3.88
C -4.86 4.46 2.29
H 0.34 -7.18 -2.93
H 2.11 -1.75 -4.85
P 2.15 -1.80 -2.39
H -1.28 2.06 -0.62
H -3.31 -0.63 1.93
H -0.19 -0.32 3.53
H -0.03 3.00 5.93
C -2.38 -0.28 2.38
H 2.00 -0.15 -4.12
H -2.02 -3.33 5.35
H 1.23 1.61 -5.05
C 0.66 -5.54 -1.60
H -2.66 -2.63 1.17
H -0.94 4.36 -3.40
H 1.43 -6.05 -4.86
F 2.97 -0.59 0.51
H -1.15 1.69 -5.68
C 1.80 -4.25 -3.76
H 0.20 -6.06 -0.77
F 3.91 1.20 1.68
C -1.44 1.09 -0.12
C 0.74 -6.18 -2.83
H -0.97 0.64 -4.28
N -1.34 -1.29 2.09
C -0.46 -2.35 4.23
C -0.85 2.31 4.07
H -0.26 -5.16 1.20
C 0.66 3.75 -2.06
H 3.62 -2.81 0.01
H -4.82 0.94 0.73
F 2.30 1.50 0.02
H 3.25 -3.51 1.58
H 0.00 -3.31 3.95
B 2.81 0.71 1.10
C 2.93 2.28 -2.77
C 1.34 -5.54 -3.90
C 0.55 2.18 -4.43
C -3.69 3.71 2.29
C 1.69 -3.57 -2.54
C -4.83 1.93 1.18
H -6.93 4.52 1.72
H -2.58 -0.20 3.46
C 0.04 3.04 4.85
F 1.68 0.54 1.94
H -3.69 -2.65 3.31
C -0.78 2.34 2.68
C 0.20 3.14 2.09
P 1.24 -3.45 0.23
H 3.20 2.86 -1.89
C -6.00 2.66 1.17
H 2.97 3.90 -4.22
H -0.93 5.20 -1.86
C -3.65 2.43 1.73
H -2.28 0.63 -0.66
H 1.42 -5.73 1.08
H 3.40 -4.58 0.16
H 3.40 1.30 -2.64
H 0.85 3.75 -0.98
C 1.66 -1.18 -4.04
H 0.95 -4.58 2.34
H 0.26 3.18 1.01
P 1.08 2.04 -2.65
C -0.88 1.67 -4.63
H 0.08 -2.00 5.12
H 1.87 4.46 2.39
H 0.57 -1.20 -4.14
C 3.97 -1.85 -2.66
H 0.69 -1.55 2.62
H 1.37 4.44 -2.52
H -1.51 3.54 -1.94
H -2.79 4.13 2.74
H 0.63 3.23 -4.74
H -2.36 -1.66 4.94
C 1.02 3.82 4.25

---

Record 7
Density functional theory data (ωB97M-V/def2-TZVPD) for the molecule C5H9NO.

As for the HOMO energy: -0.267 hartree. The total energy is -8864.21782 eV. The LUMO energy is 0.5 eV. The HOMO-LUMO gap is 7.783 eV.

Element x y z (Å)
H 2.63 0.24 0.48
O -0.43 -2.35 0.17
H -2.46 -0.41 -0.23
H -0.23 -2.23 -1.86
H -0.53 1.90 0.27
H 1.82 1.73 0.02
C 0.32 -0.37 -0.83
N 0.55 0.08 0.50
H -0.28 -1.67 0.90
C -2.07 0.51 0.16
C 1.75 0.86 0.69
H 0.88 0.05 -1.66
H 1.75 1.26 1.71
C -0.78 0.86 0.09
H -2.79 1.23 0.51
C -0.10 -1.69 -0.93

---

Record 8
Density functional theory data (ωB97M-V/def2-TZVPD) for the molecule C4H6N2.

As for the HOMO energy: -0.330 hartree. The total energy is -7221.26066 eV. As for the SMILES: C1=NN2C[C@H]2C1. The LUMO energy is 1.1 eV. The HOMO-LUMO gap is 10.046 eV.

Element x y z (Å)
C -1.42 -0.20 -0.26
C -0.18 -1.15 -0.23
H -2.40 -0.53 0.08
C 0.73 1.03 0.72
H 0.07 0.87 1.54
H 1.66 1.84 0.69
H 1.79 -0.08 -0.72
H -0.21 -1.83 0.64
C 0.83 -0.14 -0.17
N -1.07 0.98 -0.54
H 0.03 -1.97 -1.01
N 0.16 1.19 -0.72